DFT (ωB97M-V with the def2-TZVPD basis set) results for 3 unconnected molecules or ions with the total composition C15H27FO6S.

As for the HOMO-LUMO gap: 9.06 eV. The total energy comes out at -41830.65981 eV. Its SMILES is CCSC[C@@H]1CC(=O)O[C@@H]1F.CCOC(C)=O.CCOC(C)=O. As for the LUMO energy: 0.556 eV. As for the net charge: 0. The molecular weight is 354.44 g mol⁻¹. As for the HOMO energy: -8.51 eV. The calculation puts the maximum force at 0.5 eV/Å.

```
50
C15H27FO6S ωB97M-V with the def2-TZVPD basis set
C 1.846 -2.021 0.786
C 1.420 -0.558 0.711
S -0.214 -0.219 -0.036
C -1.050 -1.795 -0.336
C -2.573 -1.754 -0.022
C -3.207 -0.428 0.405
C -4.180 -0.812 1.495
O -5.129 -0.219 1.914
O -3.760 -1.993 2.050
C -3.037 -2.739 1.085
F -2.010 -3.373 1.731
H 2.138 -2.399 -0.197
H 1.083 -2.661 1.233
H 2.727 -2.089 1.435
H 1.407 -0.127 1.715
H 2.132 -0.012 0.088
H -0.924 -2.063 -1.388
H -0.598 -2.599 0.240
H -3.076 -2.081 -0.937
H -2.491 0.222 0.921
H -3.697 0.123 -0.398
H -3.720 -3.494 0.686
O 2.587 -1.784 -2.742
C 2.019 -1.301 -3.684
O 2.464 -1.605 -4.920
C 1.788 -1.192 -6.111
C 2.176 0.210 -6.531
C 0.869 -0.341 -3.509
H 0.709 -1.303 -5.997
H 2.104 -1.910 -6.866
H 1.884 0.949 -5.784
H 1.694 0.469 -7.474
H 3.256 0.276 -6.661
H 1.273 0.654 -3.323
H 0.321 -0.646 -2.618
H 0.186 -0.293 -4.354
O 0.989 3.446 1.476
C 0.828 3.147 2.627
O -0.305 2.509 2.977
C -0.529 1.961 4.279
C -1.050 2.995 5.254
C 1.834 3.523 3.692
H 0.371 1.464 4.646
H -1.277 1.185 4.121
H -0.327 3.793 5.421
H -1.272 2.528 6.215
H -1.964 3.446 4.868
H 1.645 4.553 3.991
H 2.826 3.467 3.250
H 1.815 2.890 4.576
```